The following is a DFT calculation (the ωB97M-V functional and the def2-TZVPD basis) of 9 unconnected molecules or ions with the total composition C33H92N8O9 in a non-equilibrium geometry.

Computed properties:
* max |F|: 3.93 eV Å⁻¹
* ΔE to the lowest compared entry with this formula, charge and spin: 54.8 kcal/mol
* LUMO energy: 0.48 eV

The geometry in ORCA input format:
```
! wB97M-V def2-TZVPD RIJCOSX def2/J DEFGRID3
* xyz 0 1
C 2.95931 -1.98955 -1.37198
O 4.14051 -2.61772 -0.92060
C 5.15865 -1.73401 -0.49662
C 5.70899 -0.78946 -1.58077
C 6.38977 -1.46091 -2.75132
N 6.59075 0.20973 -0.97431
H 2.44510 -2.62460 -2.08713
H 3.15421 -1.05239 -1.90493
H 2.37984 -1.67371 -0.50078
H 4.77872 -1.13170 0.33536
H 6.01861 -2.34771 -0.22209
H 4.88059 -0.21990 -2.01386
H 6.88285 -0.78116 -3.44845
H 5.69265 -2.13137 -3.25258
H 7.26864 -2.04881 -2.44913
H 7.48235 -0.16204 -0.65777
H 6.17546 0.55983 -0.11379
C -3.52637 2.08723 -2.21579
O -4.03572 0.78840 -2.00343
C -4.77503 0.33016 -3.13339
C -5.12705 -1.17282 -3.03665
C -3.87165 -1.99449 -2.76597
N -5.64273 -1.60563 -4.32655
H -2.75743 2.10196 -3.00837
H -2.95330 2.46206 -1.36955
H -4.34704 2.70825 -2.58847
H -5.75723 0.82064 -3.07414
H -4.24002 0.54490 -4.06078
H -5.85191 -1.40215 -2.25364
H -3.15519 -1.89348 -3.58008
H -4.16276 -3.04092 -2.64486
H -3.49896 -1.72427 -1.78270
H -4.91061 -1.60098 -5.02655
H -6.38673 -1.00564 -4.67040
C 1.38898 1.35702 -2.06063
O 0.86345 0.44305 -1.10864
C -0.50518 0.63940 -0.84925
C -1.02887 -0.38163 0.15023
C -0.75298 -1.81167 -0.34224
N -2.45916 -0.09963 0.35138
H 0.69096 1.56874 -2.87856
H 2.25080 0.84632 -2.48127
H 1.61275 2.32726 -1.61187
H -0.58237 1.59757 -0.31109
H -1.13884 0.70572 -1.73812
H -0.54199 -0.19439 1.11141
H -1.33586 -2.53632 0.22914
H 0.29125 -2.06861 -0.15014
H -0.95952 -1.86323 -1.40872
H -2.94482 -0.00116 -0.54883
H -2.89813 -0.87608 0.83974
C 0.87968 -2.92153 2.50092
O 0.91335 -4.30977 2.17890
C 0.66184 -5.18934 3.23844
C 0.47276 -6.62055 2.75823
C -0.81668 -6.78738 1.94515
N 0.51580 -7.49209 3.93897
H 1.62692 -2.37293 1.93534
H 0.97819 -2.76715 3.57466
H -0.13497 -2.62096 2.22370
H 1.52913 -5.22640 3.90914
H -0.22166 -4.87302 3.81189
H 1.37025 -6.92061 2.21095
H -1.64081 -6.34770 2.51640
H -1.14267 -7.82637 1.84756
H -0.68866 -6.35804 0.95243
H 0.49271 -8.45322 3.61843
H -0.32549 -7.37089 4.49854
C -1.61662 6.27281 3.89798
O -2.20072 5.31725 3.04286
C -2.24453 4.02229 3.57000
C -2.57401 2.99750 2.48123
C -4.02407 3.00381 1.97792
N -2.18194 1.65941 2.90132
H -1.56662 7.21968 3.37002
H -0.67623 5.91459 4.32220
H -2.29297 6.44384 4.74781
H -1.30302 3.74594 4.05920
H -3.00290 3.95359 4.36778
H -1.95789 3.32315 1.63697
H -4.22432 3.97765 1.50775
H -4.76360 2.86789 2.76568
H -4.10961 2.32067 1.13316
H -2.72147 1.27956 3.66917
H -2.33039 1.04606 2.09795
C 1.29728 -0.20657 4.63527
O 1.81747 0.99355 4.11873
C 2.01276 0.88897 2.70586
C 2.23172 2.28817 2.19648
C 0.98905 3.17007 2.14988
N 2.95380 2.27543 0.90178
H 1.25703 -0.12187 5.72381
H 1.98917 -1.03975 4.46675
H 0.28612 -0.43178 4.28412
H 2.92553 0.29072 2.57416
H 1.22268 0.30911 2.21453
H 2.97381 2.76810 2.84219
H 1.23517 4.22567 2.26155
H 0.35471 2.90368 3.00222
H 0.40254 2.99763 1.24476
H 2.69879 3.08983 0.35437
H 2.62689 1.48097 0.35426
C -5.47622 -2.23111 1.37862
O -4.16047 -2.08938 1.87808
C -3.90687 -3.01638 2.89994
C -2.38347 -3.09932 3.15721
C -1.92029 -4.14642 4.15385
N -1.86716 -1.79313 3.54507
H -5.53798 -3.21333 0.88790
H -5.69818 -1.48898 0.61493
H -6.22078 -2.23729 2.17954
H -4.38974 -2.75998 3.85121
H -4.21727 -4.03769 2.63665
H -1.95639 -3.39264 2.19099
H -2.23744 -5.13824 3.82594
H -2.21332 -3.90142 5.17497
H -0.83015 -4.16923 4.12607
H -2.11987 -1.09583 2.84958
H -2.32637 -1.40699 4.36741
C 1.64257 4.52410 -4.73119
O 1.80982 3.40346 -5.57540
C 3.07958 3.34900 -6.21429
C 3.38069 1.87116 -6.52517
C 3.65955 1.03594 -5.28220
N 4.50492 1.81332 -7.46785
H 0.71997 4.35068 -4.17286
H 1.54585 5.44732 -5.30927
H 2.43824 4.54697 -3.97881
H 2.98509 3.90427 -7.15102
H 3.89947 3.70599 -5.58363
H 2.46082 1.55102 -7.03683
H 4.16299 0.10869 -5.55043
H 2.68870 0.80369 -4.84250
H 4.23722 1.60596 -4.55370
H 4.64417 0.82393 -7.68164
H 4.14286 2.10505 -8.37824
C 1.42128 5.71012 -0.96263
O 2.40817 4.69859 -0.94511
H 1.80238 6.57164 -0.40243
H 1.12826 6.03430 -1.96738
H 0.50747 5.37565 -0.47158
H 3.18097 5.02679 -1.41370
*
```



The following is a DFT calculation (the ωB97M-V functional and the def2-TZVPD basis) of 13 unconnected molecules or ions with the total composition C33H92O27S13 in a non-equilibrium geometry.

Computed properties:
* max |F|: 2.57 eV Å⁻¹
* ΔE to the lowest compared entry with this formula, charge and spin: 0.0 kcal/mol
* LUMO energy: -0.45 eV

The geometry in ORCA input format:
```
! wB97M-V def2-TZVPD RIJCOSX def2/J DEFGRID3
* xyz 0 1
O -3.03429 4.44524 -2.31450
S -3.20264 3.90782 -3.62704
O -4.48410 3.91721 -4.29900
O -2.15454 4.77450 -4.54750
C -2.08098 4.48827 -5.93829
C -0.78150 5.12033 -6.45560
C -2.46230 2.29228 -3.69059
H -2.91232 4.97437 -6.44343
H -1.98324 3.42963 -6.17807
H 0.09095 4.79874 -5.86300
H -0.66602 6.19560 -6.32856
H -0.44234 4.69883 -7.40315
H -2.85587 1.85027 -2.77645
H -1.38323 2.39318 -3.64722
H -2.83345 1.80526 -4.58783
O 3.35894 0.34342 1.44289
S 4.05263 -0.35403 2.49927
O 3.45255 -1.41614 3.26221
O 5.35357 -1.03273 1.73069
C 5.91610 -2.22333 2.30507
C 6.74749 -2.92244 1.25087
C 4.88948 0.83718 3.57623
H 5.16746 -2.86848 2.75895
H 6.59526 -1.94063 3.12031
H 7.18717 -3.77848 1.76111
H 7.47631 -2.27474 0.76429
H 6.12130 -3.24806 0.41634
H 5.38149 1.56763 2.93868
H 5.67578 0.33707 4.13635
H 4.05291 1.17392 4.19072
O -5.80645 -2.34802 -2.78354
S -5.11331 -1.33666 -2.03012
O -5.18642 0.05812 -2.39499
O -5.59723 -1.31891 -0.46458
C -5.62419 -2.60328 0.15600
C -7.00538 -2.91132 0.71946
C -3.39361 -1.84657 -1.85180
H -4.88432 -2.65852 0.96060
H -5.27790 -3.44625 -0.44873
H -7.79302 -3.03782 -0.02077
H -7.26870 -2.17083 1.47407
H -6.98567 -3.86590 1.25498
H -2.97446 -1.57092 -2.81966
H -3.43974 -2.91067 -1.64079
H -2.97295 -1.24039 -1.05446
O 4.75314 -4.60530 -1.34114
S 3.73527 -3.89382 -2.05764
O 3.43130 -4.09971 -3.45246
O 2.32926 -4.10410 -1.26466
C 2.37372 -4.50476 0.09209
C 2.20978 -6.00745 0.30129
C 3.94289 -2.11230 -1.69089
H 1.52285 -4.07447 0.62816
H 3.20651 -4.01205 0.60255
H 1.42696 -6.45261 -0.30778
H 1.99919 -6.23941 1.34627
H 3.18107 -6.44906 0.06203
H 4.06030 -2.06952 -0.61172
H 3.10232 -1.54300 -2.08255
H 4.80697 -1.71765 -2.22179
O 0.11636 5.79330 2.84842
S 0.75211 5.80090 1.55123
O 0.95229 4.61552 0.76333
O -0.15651 6.79338 0.62092
C -0.71512 7.97311 1.22642
C -1.84639 8.37244 0.28130
C 2.21556 6.86984 1.59353
H -0.04823 8.83329 1.32258
H -1.05303 7.70554 2.22708
H -2.27333 9.34504 0.52513
H -2.65141 7.64220 0.20903
H -1.46242 8.43732 -0.73856
H 3.05824 6.22682 1.85232
H 2.07469 7.58129 2.39953
H 2.32529 7.21742 0.57223
O -2.69263 -6.26431 -3.85992
S -3.61097 -6.70271 -2.85416
O -3.69840 -8.09534 -2.47132
O -3.25986 -5.84650 -1.47567
C -2.11454 -6.34457 -0.76398
C -1.81106 -5.24690 0.22713
C -5.25279 -6.05982 -3.15301
H -1.29514 -6.71905 -1.37872
H -2.39469 -7.19639 -0.12845
H -1.46945 -4.35332 -0.29611
H -0.95551 -5.55288 0.83708
H -2.68258 -5.13687 0.86551
H -5.55354 -6.53069 -4.08406
H -5.14969 -4.97615 -3.20831
H -5.89128 -6.28587 -2.30426
O 4.40048 3.32915 -3.24238
S 4.36652 2.36609 -2.17543
O 3.57626 1.16581 -2.27465
O 5.91278 1.92859 -1.93876
C 6.21012 0.86125 -1.04671
C 7.49592 1.15028 -0.31755
C 3.92496 3.15537 -0.60361
H 6.31420 -0.08282 -1.58599
H 5.42960 0.66113 -0.30647
H 7.55385 2.15014 0.11702
H 8.38578 1.06836 -0.94391
H 7.59746 0.42379 0.49206
H 4.10460 2.49745 0.24117
H 2.89195 3.49503 -0.62584
H 4.59087 4.01992 -0.63151
C -3.27513 -2.01694 3.13186
S -4.03935 -0.39737 3.38746
O -5.21964 -0.61654 4.28886
C -2.69363 0.37033 4.37214
H -3.87504 -2.73463 2.58109
H -2.98268 -2.44004 4.09376
H -2.37461 -1.78797 2.55661
H -2.97936 1.40062 4.56445
H -1.78908 0.43552 3.76880
H -2.57321 -0.22633 5.27541
C 0.20599 -1.06398 -0.01071
S 0.50541 0.29108 -1.18719
O -0.71154 0.25534 -2.06909
C 0.28590 1.65693 -0.01941
H -0.11622 -2.02270 -0.41069
H -0.57982 -0.76989 0.68862
H 1.12925 -1.22297 0.55100
H 1.10852 1.72228 0.69752
H -0.62666 1.49607 0.55101
H 0.32417 2.61714 -0.53005
C 0.99154 2.31644 3.51295
S 0.99643 1.85060 5.26414
O 2.06017 0.78545 5.34472
C 1.71346 3.36202 5.96414
H 2.03615 2.18858 3.20335
H 0.63703 3.32789 3.34299
H 0.54370 1.52156 2.91842
H 1.22152 4.26671 5.60122
H 2.75736 3.52416 5.68411
H 1.64115 3.26261 7.04432
C -1.00037 -2.88011 -4.59469
S -1.82237 -1.68540 -5.66645
O -3.06288 -1.21929 -4.95435
C -0.46274 -0.42621 -5.53782
H -1.58860 -3.75388 -4.33131
H -0.59829 -2.40936 -3.69368
H -0.09479 -3.14614 -5.14964
H -0.93502 0.45696 -5.96129
H 0.30971 -0.81490 -6.19802
H -0.15642 -0.33732 -4.49869
C -3.41811 2.11149 0.31796
S -3.29214 3.28988 1.70967
O -2.25024 2.91112 2.74447
C -2.64427 4.71030 0.84038
H -4.23543 2.44739 -0.32300
H -3.69012 1.10083 0.62616
H -2.51473 2.00026 -0.28276
H -3.29843 5.08291 0.05674
H -1.64665 4.45162 0.48421
H -2.48816 5.47462 1.60245
C 0.17784 -4.48600 4.33174
S 0.59486 -3.12485 3.18218
O -0.40609 -3.10109 2.05531
C 0.27706 -1.73315 4.28123
H 0.88499 -4.54277 5.15964
H 0.05519 -5.45213 3.84893
H -0.78096 -4.25292 4.80528
H 1.02031 -1.61715 5.06784
H -0.69588 -1.86356 4.75948
H 0.22887 -0.82727 3.68137
*
```



The following is a DFT calculation (the ωB97M-V functional and the def2-TZVPD basis) of 12 unconnected molecules or ions with the total composition C33H93Cl4O38P9 in a non-equilibrium geometry.

Computed properties:
* max |F|: 3.61 eV Å⁻¹
* LUMO energy: 0.07 eV

The geometry in ORCA input format:
```
! wB97M-V def2-TZVPD RIJCOSX def2/J DEFGRID3
* xyz 0 1
C -1.66348 11.05589 -5.46044
O -2.70448 11.31036 -4.46268
P -2.67133 10.45728 -3.10519
O -1.39948 10.45159 -2.29200
O -3.34519 8.98044 -3.45640
C -4.64964 8.82623 -4.05766
O -3.81674 11.03245 -2.16520
C -3.67941 12.25700 -1.51415
H -0.83441 10.55589 -4.95971
H -1.29551 12.00695 -5.84539
H -1.88399 10.47715 -6.35742
H -5.41539 9.36628 -3.50083
H -5.05865 7.82274 -4.17524
H -4.63318 9.42495 -4.96835
H -4.12048 13.12078 -2.01161
H -2.61670 12.49878 -1.53127
H -3.99936 12.36176 -0.47745
C -5.06529 -7.71180 -0.56357
O -5.81763 -8.65118 -1.38695
P -7.33514 -8.31106 -1.97868
O -7.50192 -8.59559 -3.43824
O -8.39635 -9.06927 -0.96545
C -8.48113 -10.50637 -1.03989
O -7.56048 -6.73718 -1.66118
C -6.86752 -5.71074 -2.38633
H -4.45190 -8.02986 0.27947
H -5.70656 -6.91209 -0.19298
H -4.31079 -7.36081 -1.26759
H -8.19595 -10.78661 -0.02588
H -7.72571 -10.84857 -1.74725
H -9.47847 -10.89808 -1.23985
H -6.24313 -6.13850 -3.17072
H -6.12847 -5.19399 -1.77407
H -7.61282 -5.02204 -2.78422
C -4.00391 7.00508 3.93170
O -2.82452 6.26236 4.04833
P -1.54201 6.62958 4.85880
O -0.77067 7.71765 4.17773
O -2.22537 6.95165 6.28962
C -1.59885 7.94387 7.09542
O -0.83564 5.13569 5.08537
C 0.42302 4.99043 5.78188
H -4.34993 6.94437 2.89986
H -3.67090 8.00464 4.21116
H -4.79567 6.63810 4.58481
H -2.15170 7.88442 8.03293
H -1.77552 8.88953 6.58295
H -0.53227 7.89951 7.31574
H 1.07401 4.60858 4.99542
H 0.51367 4.38516 6.68384
H 0.86051 5.96658 5.99127
C 8.25061 -3.56962 -9.69559
O 8.55579 -3.53480 -8.32669
P 7.33410 -3.15275 -7.29212
O 6.83268 -1.73640 -7.31513
O 6.19431 -4.30253 -7.67987
C 6.45244 -5.70916 -7.71477
O 7.91742 -3.69364 -5.88300
C 7.23829 -3.49423 -4.64370
H 8.49543 -4.56645 -10.06233
H 8.68022 -2.86175 -10.40442
H 7.19323 -3.67410 -9.93875
H 7.34504 -6.05314 -8.23729
H 5.57162 -6.16439 -8.16757
H 6.56800 -6.15480 -6.72676
H 6.58839 -2.62824 -4.51801
H 8.11019 -3.34438 -4.00696
H 6.69267 -4.34933 -4.24469
C 4.56490 7.28527 -5.21547
O 4.86278 8.64804 -5.49886
P 5.63277 9.54146 -4.39593
O 4.92513 10.03846 -3.25569
O 6.84542 8.47959 -4.01997
C 8.05308 8.96919 -3.52135
O 6.36489 10.71415 -5.23452
C 6.69315 10.40038 -6.57509
H 4.80981 6.97032 -4.20111
H 5.34988 6.85530 -5.83762
H 3.58802 6.90978 -5.52009
H 7.82664 9.68902 -2.73480
H 8.77450 9.53252 -4.11321
H 8.67601 8.22329 -3.02771
H 7.58140 9.76933 -6.54535
H 6.85346 11.22542 -7.26915
H 6.02837 9.66907 -7.03482
C 1.45554 -3.40238 6.82144
O 0.75100 -4.34756 7.59916
P 0.62369 -5.90258 7.14910
O 0.77023 -6.05027 5.69736
O 1.65842 -6.72954 8.09760
C 3.00890 -6.46055 8.16215
O -0.84326 -6.32671 7.78046
C -2.05856 -5.78660 7.16822
H 2.09757 -2.77501 7.43977
H 0.82988 -2.67436 6.30504
H 2.13534 -3.87110 6.10992
H 3.24682 -5.40431 8.28812
H 3.62983 -6.97838 7.43113
H 3.31367 -6.90877 9.10783
H -2.86857 -5.70831 7.89339
H -2.50701 -6.31875 6.32930
H -1.82407 -4.82051 6.72127
C -9.69271 -0.08572 7.14454
O -8.40953 0.36877 7.57334
P -7.86334 0.00095 9.08540
O -7.37618 -1.39066 9.25143
O -6.74278 1.10132 9.46720
C -5.34355 0.69906 9.17821
O -9.13460 0.37311 10.06138
C -9.16786 0.14161 11.48768
H -10.05296 0.39894 6.23711
H -10.49846 0.14326 7.84200
H -9.61541 -1.13662 6.86576
H -4.75301 1.26822 8.46027
H -5.24328 -0.32743 8.82556
H -4.87962 0.63767 10.16265
H -9.79890 0.76589 12.12026
H -8.22743 0.11388 12.03808
H -9.56383 -0.85959 11.65771
C 1.78329 -9.28839 -3.26914
O 0.71812 -10.12561 -3.68015
P 0.87826 -11.04188 -5.03378
O 0.59369 -10.25327 -6.26605
O -0.24067 -12.27790 -4.66996
C -1.61358 -12.01478 -4.89331
O 2.38550 -11.62165 -4.88232
C 2.89525 -12.22126 -3.72285
H 2.77654 -9.53037 -3.64731
H 1.79390 -9.22353 -2.18112
H 1.55070 -8.28765 -3.63318
H -2.08617 -12.89531 -5.32853
H -1.77281 -11.01441 -5.29584
H -2.20075 -11.76797 -4.00876
H 2.88593 -13.29873 -3.88739
H 2.30249 -12.20549 -2.80826
H 3.87569 -11.91692 -3.35647
C -0.75301 2.49310 -0.63391
O -0.15299 1.35807 0.04424
P -0.93295 -0.11634 -0.09534
O -1.97778 -0.22826 -1.15734
O -1.27548 -0.37589 1.50839
C -2.36629 0.29819 2.14995
O 0.40143 -1.11436 -0.40405
C 1.10319 -1.74908 0.66543
H -1.73840 2.22280 -1.01346
H -0.17355 2.76908 -1.51490
H -0.82017 3.45161 -0.11927
H -3.10917 -0.49664 2.21684
H -2.67507 1.15319 1.54851
H -2.10155 0.74161 3.10984
H 0.55427 -2.65027 0.93867
H 1.02384 -1.20471 1.60642
H 2.16792 -1.81925 0.44285
C 11.34464 1.89205 1.91178
C 10.19753 0.82726 1.62640
O 9.03213 1.37172 0.94572
C 7.75523 1.35028 1.32616
C 6.83020 2.16971 0.39812
O 7.26463 0.68606 2.23251
H 12.11965 1.49779 2.56907
H 10.94797 2.82572 2.31057
H 11.83663 2.13160 0.96910
H 10.62193 0.08699 0.94819
H 9.85964 0.45178 2.59229
H 7.46222 2.97388 0.02133
H 6.15771 2.51856 1.18181
H 6.26522 1.62048 -0.35504
Cl -9.73998 4.02640 -1.57110
C -9.02185 2.92180 -0.35946
Cl -9.95742 1.44611 -0.36953
H -8.05796 2.51334 -0.66309
H -9.12166 3.30251 0.65701
Cl 1.45191 -0.06518 -6.16899
C 0.88740 -1.57086 -6.86353
Cl 0.76392 -1.61129 -8.65687
H 1.75153 -2.19863 -6.64604
H 0.01511 -1.97365 -6.34880
*
```